# 1
Density functional theory data (the ωB97M-V functional and the def2-TZVPD basis) for a single C23H30N4O4S molecule.

Each line ends with the natural charge from an NBO analysis.
CARTESIAN COORDINATES (ANGSTROEM)
C1 3.615 2.485 -2.290  -0.615
C2 4.138 1.185 -1.675  -0.204
N1 3.518 0.870 -0.407  -0.438
C3 4.199 1.364 0.766  -0.202
C4 5.331 0.450 1.245  -0.622
C5 2.457 -0.001 -0.319  0.190
C6 1.672 -0.309 -1.438  -0.295
C7 0.590 -1.159 -1.340  -0.189
C8 0.243 -1.745 -0.129  0.067
N2 -0.886 -2.572 -0.004  -0.647
C9 -1.526 -3.256 -0.978  0.688
O1 -1.156 -3.363 -2.130  -0.622
C10 -2.851 -3.844 -0.494  -0.524
C11 -3.940 -2.756 -0.636  -0.230
N3 -4.669 -2.434 0.570  -0.858
S1 -3.863 -1.630 1.797  2.314
O2 -4.844 -1.382 2.807  -0.923
O3 -2.670 -2.336 2.212  -0.980
C12 -3.365 -0.123 0.991  -0.373
C13 -4.253 0.540 0.167  -0.171
C14 -3.841 1.688 -0.484  -0.234
C15 -2.546 2.170 -0.296  0.165
C16 -1.666 1.516 0.577  0.034
C17 -2.089 0.363 1.210  -0.174
C18 -0.314 2.122 0.801  -0.444
C19 0.195 2.738 -0.496  -0.508
C20 -0.807 3.692 -1.101  0.691
O4 -0.521 4.696 -1.710  -0.584
N4 -2.115 3.310 -0.951  -0.608
C21 1.017 -1.470 1.004  0.075
C22 0.731 -2.140 2.317  -0.662
C23 2.092 -0.604 0.893  -0.316
H1 4.159 2.705 -3.205  0.212
H2 3.753 3.315 -1.601  0.205
H3 2.557 2.411 -2.525  0.207
H4 3.988 0.356 -2.371  0.204
H5 5.216 1.281 -1.513  0.193
H6 3.472 1.510 1.568  0.198
H7 4.613 2.347 0.522  0.197
H8 4.953 -0.542 1.476  0.210
H9 5.795 0.866 2.136  0.211
H10 6.092 0.350 0.475  0.206
H11 1.896 0.118 -2.402  0.214
H12 0.007 -1.382 -2.218  0.245
H13 -1.303 -2.604 0.921  0.440
H14 -3.093 -4.709 -1.111  0.235
H15 -2.775 -4.155 0.547  0.229
H16 -3.482 -1.820 -0.967  0.217
H17 -4.673 -3.049 -1.392  0.221
H18 -5.206 -3.198 0.951  0.408
H19 -5.247 0.146 0.036  0.243
H20 -4.515 2.214 -1.142  0.219
H21 -1.432 -0.163 1.882  0.237
H22 -0.396 2.896 1.572  0.219
H23 0.386 1.363 1.152  0.244
H24 0.369 1.940 -1.224  0.248
H25 1.136 3.266 -0.345  0.244
H26 -2.803 3.869 -1.440  0.414
H27 1.377 -1.744 3.097  0.218
H28 -0.305 -2.015 2.631  0.227
H29 0.915 -3.211 2.232  0.226
H30 2.675 -0.425 1.782  0.207

Computed properties:
- gap between HOMO and LUMO (eV) = 7.7
- calculated total energy (a.u.) = -1812.671945
- structure (SMILES) = CCN(CC)c1ccc(NC(=O)CCNS(=O)(=O)c2ccc3c(c2)CCC(=O)N3)c(C)c1
- energy relative to the best compared isomer or geometry (same formula, charge and spin) (eV) = 1.3206
- LUMO energy (eV) = 0.42

# 2
Density functional theory data (the ωB97M-V functional and the def2-TZVPD basis) for a single C12H11NOS molecule.

Each line ends with the natural charge from an NBO analysis.
CARTESIAN COORDINATES (ANGSTROEM)
C1 -1.550 1.146 2.794  -0.203
C2 -2.360 1.825 1.958  -0.207
C3 -0.474 0.394 2.253  -0.164
C4 -2.184 1.807 0.591  -0.191
C5 -0.271 0.341 0.804  -0.121
C6 -1.220 0.980 0.073  -0.172
C7 2.029 -0.095 -0.001  -0.261
C8 2.952 -0.822 -0.660  -0.018
C9 1.309 -2.284 -1.460  0.139
C10 0.378 -1.854 -0.291  -0.527
C11 0.327 0.473 -2.302  -0.567
C12 0.706 -0.478 0.212  0.102
N1 2.535 -1.896 -1.420  -0.431
O1 -2.192 -0.140 -2.235  -0.981
S1 -1.340 0.977 -1.836  1.247
H1 -1.550 1.134 3.947  0.229
H2 -3.092 2.458 2.331  0.214
H3 0.074 -0.227 2.981  0.221
H4 -2.765 2.298 -0.045  0.213
H5 2.468 0.839 0.486  0.220
H6 3.954 -0.490 -0.748  0.199
H7 1.006 -3.019 -2.105  0.184
H8 -0.605 -1.880 -0.643  0.242
H9 0.485 -2.550 0.618  0.231
H10 0.847 1.365 -2.289  0.177
H11 0.532 -0.303 -3.013  0.226

Computed properties:
- gap between HOMO and LUMO (alpha / beta) (eV) = 6.8 / 7.5
- calculated total energy (a.u.) = -991.836031
- energy relative to the best compared isomer or geometry (same formula, charge and spin) (eV) = 5.2777
- LUMO energy (alpha / beta) (eV) = -0.64 / -0.72

# 3
Density functional theory data (the ωB97M-V functional and the def2-TZVPD basis) for 2 unconnected molecules or ions with the total composition C7H11NO2Si.

Each line ends with the natural charge from an NBO analysis.
CARTESIAN COORDINATES (ANGSTROEM)
C1 0.367 -2.039 0.131  -0.254
C2 -1.013 -1.774 0.096  -0.348
C3 1.121 -0.921 0.066  -0.353
C4 -1.421 -0.560 0.372  -0.283
C5 2.620 -0.884 -0.111  -0.658
C6 0.677 1.629 1.689  -1.089
C7 -0.082 1.536 -1.543  -1.063
N1 -3.851 -0.107 -0.179  0.556
O1 -4.635 -0.952 0.070  -0.281
O2 -3.881 1.055 -0.543  -0.327
Si1 0.054 0.625 0.208  1.520
H1 0.725 -3.093 0.184  0.215
H2 -1.842 -2.591 -0.126  0.232
H3 2.977 0.129 0.170  0.204
H4 2.618 -0.862 -1.248  0.241
H5 3.131 -1.519 0.542  0.228
H6 1.369 2.246 1.283  0.226
H7 -0.067 2.261 2.175  0.253
H8 1.125 0.942 2.541  0.252
H9 0.484 2.453 -1.618  0.233
H10 0.593 0.738 -2.113  0.232
H11 -1.069 1.688 -2.047  0.262

Computed properties:
- gap between HOMO and LUMO (alpha / beta) (eV) = 7.6 / 8.3
- calculated total energy (a.u.) = -767.788846
- energy relative to the best compared isomer or geometry (same formula, charge and spin) (eV) = 4.1246
- LUMO energy (alpha / beta) (eV) = -0.79 / -0.21

# 4
Density functional theory data (the ωB97M-V functional and the def2-TZVPD basis) for a molecular structure, C24H51Cl2Cu3N3O10P.

Each line ends with the Mulliken spin population.
CARTESIAN COORDINATES (ANGSTROEM)
Cu1 -5.903 12.978 -5.340  0.000
Cu2 -8.183 13.911 -1.348  0.000
Cu3 -9.652 10.614 -4.812  0.022
C1 -12.795 9.460 -8.226  0.034
C2 -12.220 10.381 -7.077  -0.008
C3 -13.300 11.461 -6.751  0.020
C4 -14.474 10.883 -5.910  -0.009
C5 -13.891 10.378 -4.646  0.023
C6 -12.820 9.220 -4.853  -0.016
N1 -11.829 9.739 -5.821  0.394
O1 -10.751 8.804 -5.897  0.527
C7 -13.667 7.934 -5.198  0.028
C8 -12.231 9.054 -3.365  -0.001
C9 -10.957 11.192 -7.572  -0.035
H1 -13.004 10.094 -9.087  0.003
H2 -13.677 8.867 -7.982  -0.004
H3 -12.058 8.685 -8.439  0.001
H4 -13.656 11.860 -7.701  0.000
H5 -12.791 12.203 -6.135  -0.003
H6 -15.101 10.199 -6.481  0.000
H7 -15.135 11.712 -5.658  0.000
H8 -14.765 10.090 -4.062  0.000
H9 -13.436 11.153 -4.030  0.000
H10 -14.266 7.519 -4.388  0.002
H11 -13.016 7.106 -5.481  0.000
H12 -14.276 8.090 -6.088  -0.002
H13 -12.043 10.043 -2.949  0.001
H14 -11.283 8.521 -3.439  0.003
H15 -12.992 8.522 -2.793  -0.003
H16 -10.243 10.560 -8.099  0.008
H17 -10.403 11.671 -6.764  0.019
H18 -11.194 11.960 -8.308  -0.003
C10 -8.319 12.811 -4.039  0.000
O2 -8.222 12.509 -5.234  -0.001
O3 -7.305 13.350 -3.547  0.000
O4 -9.201 12.479 -3.252  -0.001
C11 -4.971 10.266 -7.400  0.000
O5 -5.065 11.126 -6.518  0.000
N2 -6.023 9.512 -7.749  0.000
C12 -5.845 8.526 -8.895  0.000
C13 -7.283 9.596 -7.108  -0.002
H19 -4.067 9.965 -7.952  0.000
H20 -6.452 7.633 -8.745  0.000
H21 -4.827 8.266 -9.186  0.000
H22 -6.208 9.097 -9.750  0.000
H23 -7.559 8.643 -6.655  0.000
H24 -7.452 10.467 -6.476  -0.001
H25 -8.109 9.729 -7.807  0.002
C14 -7.468 10.261 -0.760  -0.001
O6 -6.296 10.149 -0.565  0.000
N3 -8.434 9.750 0.028  0.000
C15 -9.873 9.792 -0.297  0.000
C16 -8.075 9.089 1.276  0.000
H26 -7.938 10.839 -1.571  0.001
H27 -10.319 8.841 -0.587  0.000
H28 -9.971 10.419 -1.183  0.000
H29 -10.557 10.303 0.381  0.000
H30 -7.068 9.400 1.557  0.000
H31 -8.820 9.191 2.065  0.000
H32 -8.022 8.015 1.101  0.000
Cl1 -4.736 17.845 -4.622  0.000
C17 -6.136 16.963 -3.835  0.000
C18 -5.642 16.058 -2.665  0.000
Cl2 -5.441 17.009 -1.136  0.000
H33 -6.571 16.348 -4.622  0.000
H34 -6.833 17.706 -3.448  0.000
H35 -4.750 15.495 -2.938  0.000
H36 -6.357 15.320 -2.301  0.000
C19 -8.119 12.256 -9.054  0.000
C20 -6.920 13.028 -9.608  0.000
O7 -7.259 14.399 -9.453  0.000
P1 -6.273 15.315 -8.531  0.000
O8 -5.860 14.772 -7.207  0.000
O9 -4.997 15.533 -9.551  0.000
C21 -5.189 15.951 -10.846  0.000
C22 -4.001 16.759 -11.299  0.000
O10 -7.050 16.735 -8.520  0.000
C23 -6.560 17.692 -7.605  0.000
C24 -5.914 18.818 -8.322  0.000
H37 -8.323 12.502 -8.012  0.000
H38 -9.039 12.279 -9.639  0.000
H39 -7.812 11.210 -9.053  0.000
H40 -6.014 12.802 -9.045  0.000
H41 -6.689 12.845 -10.658  0.000
H42 -5.353 15.023 -11.392  0.000
H43 -6.089 16.565 -10.880  0.000
H44 -3.035 16.307 -11.072  0.000
H45 -3.939 16.908 -12.377  0.000
H46 -4.095 17.786 -10.947  0.000
H47 -7.357 18.103 -6.985  0.000
H48 -5.899 17.323 -6.821  0.000
H49 -6.567 19.317 -9.039  0.000
H50 -5.753 19.575 -7.555  0.000
H51 -5.000 18.520 -8.835  0.000

Computed properties:
- gap between HOMO and LUMO (alpha / beta) (eV) = 6.7 / 6.7
- calculated total energy (a.u.) = -8044.647887
- 2S+1 = 2
- net charge = +1
- LUMO energy (alpha / beta) (eV) = -4.09 / -4.09